No. 1
{
  "formula": "C16H19F6IN2PRu",
  "method": "ωB97M-V with the def2-TZVPD basis set",
  "homo_lumo_gap_ha": [0.22550, 0.21413],
  "spin_multiplicity": 2,
  "energy_ha": -2063.228766,
  "s2": 1.203,
  "e_above_lowest_kj_mol": 0.0,
  "total_charge": 2,
  "species": ["Ru", "C", "C", "C", "C", "C", "C", "C", "C", "C", "C", "N", "C", "C", "C", "C", "C", "N", "H", "H", "H", "H", "H", "H", "H", "H", "H", "H", "H", "H", "H", "H", "H", "H", "H", "I", "C", "H", "H", "F", "P", "F", "F", "F", "F", "F"],
  "xyz": [[-0.46463, -0.30183, -1.49917], [1.26713, 3.44596, 0.39402], [1.30878, 2.75272, 1.75895], [1.77819, 1.31479, 1.72444], [2.98787, 1.04043, 2.30377], [3.58297, -0.22503, 2.22309], [2.96733, -1.27305, 1.53822], [1.76538, -1.09197, 0.90359], [1.04915, -2.32752, 0.44192], [0.14451, -2.86922, 1.56319], [1.15159, 0.22968, 0.96067], [-0.01020, 0.41407, 0.28874], [-1.04022, 1.17059, 0.86362], [-2.11034, 1.45779, 0.10506], [-3.37903, 2.12606, 0.37904], [-4.08651, 2.05762, -0.76024], [-3.26262, 1.33056, -1.73489], [-2.11269, 1.00149, -1.22906], [1.06301, 4.50570, 0.53770], [0.49171, 3.04927, -0.26123], [2.22681, 3.35655, -0.11567], [0.35386, 2.85593, 2.26967], [2.01641, 3.28965, 2.38889], [3.50993, 1.83170, 2.82503], [4.53360, -0.39226, 2.71461], [3.41859, -2.25673, 1.54036], [1.79757, -3.07692, 0.18037], [0.43430, -2.21568, -0.44811], [0.72602, -3.10738, 2.45350], [-0.35161, -3.77682, 1.22450], [-0.62506, -2.14572, 1.83853], [-0.98875, 1.40648, 1.91361], [-3.66469, 2.57365, 1.31753], [-5.07668, 2.43873, -0.95267], [-3.53908, 1.06260, -2.74696], [1.14718, 1.25849, -2.85562], [1.38802, -0.74468, -2.25103], [2.25375, -0.84126, -1.60578], [1.38072, -1.40026, -3.11725], [-1.28742, -1.24333, -3.16369], [-2.08120, -2.69817, -2.51561], [-0.59473, -3.21904, -2.31140], [-2.22718, -3.28472, -3.93311], [-1.74629, -1.78631, -0.92401], [-3.39944, -1.85511, -2.55762], [-2.69595, -3.83749, -1.66952]]
}

No. 2
{
  "formula": "C16H19FNO",
  "method": "ωB97M-V with the def2-TZVPD basis set",
  "homo_lumo_gap_ha": 0.21518,
  "energy_ha": -850.651424,
  "e_above_lowest_kj_mol": 0.0,
  "total_charge": 1,
  "species": ["F", "C", "C", "C", "C", "C", "C", "C", "C", "C", "C", "C", "C", "C", "H", "H", "H", "H", "H", "H", "H", "H", "H", "H", "C", "C", "O", "C", "N", "H", "H", "H", "H", "H", "H", "H", "H", "H"],
  "xyz": [[-1.82649, 5.03039, 0.59727], [-1.30104, 3.80353, 0.91905], [0.07301, 3.69641, 1.13244], [0.58684, 2.44026, 1.41426], [-0.23044, 1.26939, 1.45929], [0.43981, 0.01502, 1.66909], [-0.05765, -1.26618, 2.07076], [0.91104, -2.22140, 2.51268], [0.56579, -3.52620, 2.82097], [-0.77023, -3.94033, 2.73443], [-1.75100, -3.01877, 2.35694], [-1.41705, -1.70167, 2.05270], [-1.62870, 1.46198, 1.28209], [-2.15980, 2.71576, 0.99497], [0.70506, 4.57820, 1.09298], [1.64989, 2.34225, 1.63703], [1.53381, 0.09583, 1.68587], [1.94614, -1.89450, 2.62260], [1.32769, -4.23497, 3.14846], [-1.04719, -4.96736, 2.96496], [-2.79774, -3.32141, 2.31527], [-2.20924, -1.00441, 1.81100], [-2.30422, 0.62279, 1.38539], [-3.23159, 2.83841, 0.85193], [1.43431, 1.02575, -4.52860], [0.86301, -0.07723, -3.67371], [1.63129, -1.24930, -3.93926], [0.82959, 0.24686, -2.17681], [0.42044, -0.98244, -1.50323], [0.85814, 1.95360, -4.45366], [2.47094, 1.24433, -4.23346], [1.43608, 0.71361, -5.57855], [-0.18303, -0.25661, -3.97200], [1.37110, -1.90711, -3.25990], [1.83726, 0.53750, -1.83679], [0.15404, 1.10779, -1.99999], [0.34783, -0.87851, -0.49513], [-0.47769, -1.29124, -1.88134]]
}

No. 3
{
  "formula": "C16H19N3O3",
  "method": "ωB97M-V with the def2-TZVPD basis set",
  "homo_lumo_gap_ha": 0.30821,
  "smiles": "N[C@@H](Cc1c[nH]c2ccccc12)C(=O)N1CCC[C@H]1C(=O)O",
  "energy_ha": -1011.098444,
  "e_above_lowest_kj_mol": 202.0,
  "species": ["C", "C", "C", "C", "C", "C", "C", "C", "C", "C", "C", "C", "C", "C", "C", "C", "H", "H", "H", "H", "H", "H", "H", "H", "H", "H", "H", "H", "H", "H", "H", "H", "H", "H", "H", "N", "N", "N", "O", "O", "O"],
  "xyz": [[-0.42839, 1.38007, 0.57608], [-1.90941, 1.56399, 0.17407], [0.44092, 1.01366, -0.66368], [1.88772, 1.11268, -0.41912], [2.74098, 2.19123, -0.38488], [2.74138, -0.03702, -0.18003], [4.06633, 0.39781, -0.04516], [2.49292, -1.39569, -0.25551], [5.12744, -0.42315, 0.10008], [3.56832, -2.29552, -0.15834], [4.84206, -1.79195, 0.06219], [-2.95142, -0.78987, 0.71756], [-2.01572, -1.77950, -0.05947], [-4.40281, -1.14771, 0.53619], [-4.78592, -0.35365, -0.74248], [-4.08839, 0.98335, -0.44174], [-0.97337, 0.35565, 2.30755], [0.60608, 0.55194, 2.18722], [-0.15714, 2.35374, 0.96406], [0.28976, -0.07330, -0.89275], [0.06780, 1.57221, -1.49218], [2.47615, 3.24347, -0.45661], [4.80481, 2.43283, -0.02157], [1.46304, -1.79224, -0.26308], [6.08193, 0.02036, 0.28053], [3.39929, -3.30209, -0.23510], [5.68186, -2.50580, 0.15602], [-2.56980, -0.79716, 1.74264], [-4.62044, -2.17521, 0.35678], [-5.02930, -0.79836, 1.36496], [-4.38342, -0.82771, -1.62573], [-5.86244, -0.29668, -0.93685], [-3.95269, 1.53254, -1.35302], [-4.63636, 1.67879, 0.29388], [-0.65130, -0.84522, 0.93513], [-0.24181, 0.38986, 1.66802], [4.03698, 1.76805, -0.11111], [-2.79303, 0.55272, 0.11424], [-2.25019, 2.66742, -0.27831], [-2.36776, -2.29744, -1.07378], [-0.75775, -1.75430, 0.36404]]
}

No. 4
{
  "formula": "C16H19N3O3S",
  "method": "ωB97M-V with the def2-TZVPD basis set",
  "homo_lumo_gap_ha": 0.35093,
  "smiles": "CCC(CC)c1nnc(NC(=O)[C@@H]2COc3ccccc3O2)s1",
  "energy_ha": -1409.271228,
  "e_above_lowest_kj_mol": 198.1,
  "species": ["C", "C", "H", "H", "C", "C", "N", "N", "C", "N", "C", "O", "C", "O", "C", "C", "C", "C", "C", "C", "O", "C", "H", "H", "H", "H", "H", "H", "H", "H", "S", "H", "C", "C", "H", "H", "H", "H", "H", "H", "H", "H"],
  "xyz": [[-4.08220, 0.69058, 3.01652], [-3.20922, 1.93808, 3.06281], [-3.30581, 2.49083, 2.12516], [-3.54762, 2.58863, 3.87176], [-1.72935, 1.60024, 3.29162], [-1.21191, 0.77273, 2.17285], [-0.70813, -0.40069, 2.30432], [-0.29892, -0.95495, 1.16916], [-0.49178, -0.19420, 0.14397], [-0.13878, -0.56183, -1.12962], [-0.39728, 0.22612, -2.20841], [-0.96047, 1.29300, -2.11509], [0.10621, -0.30888, -3.55736], [1.50359, -0.11643, -3.67179], [2.29582, -1.14324, -3.22988], [3.66634, -0.92308, -3.15378], [4.50515, -1.92425, -2.70591], [3.98724, -3.15175, -2.32226], [2.62844, -3.38572, -2.40613], [1.78255, -2.38901, -2.87016], [0.42305, -2.64190, -2.92890], [-0.26017, -1.77763, -3.80679], [-0.00512, -2.02539, -4.84624], [-1.32620, -1.94673, -3.64493], [2.19714, -4.33117, -2.11910], [4.64175, -3.92950, -1.96211], [5.56699, -1.74284, -2.64935], [4.04354, 0.04332, -3.44650], [-0.34091, 0.32818, -4.32948], [0.23475, -1.49911, -1.22853], [-1.23248, 1.34130, 0.50424], [-1.63043, 1.00331, 4.20402], [-0.89032, 2.87920, 3.43063], [0.56554, 2.57775, 3.76237], [0.63629, 2.01958, 4.69299], [1.12902, 3.50166, 3.86873], [1.02604, 1.98291, 2.97703], [-0.94716, 3.44349, 2.49660], [-1.32317, 3.49532, 4.22130], [-5.12463, 0.96278, 2.86928], [-3.77949, 0.03749, 2.20128], [-3.99790, 0.13182, 3.94571]]
}

No. 5
{
  "formula": "C16H19N3O3S",
  "method": "ωB97M-V with the def2-TZVPD basis set",
  "homo_lumo_gap_ha": 0.36552,
  "smiles": "Cc1ccc(S(=O)(=O)NCCC(=O)NCc2cccnc2)cc1",
  "energy_ha": -1409.292001,
  "e_above_lowest_kj_mol": 143.6,
  "species": ["C", "C", "C", "C", "C", "C", "C", "H", "H", "S", "O", "O", "N", "H", "C", "H", "H", "C", "C", "O", "N", "H", "C", "C", "C", "C", "C", "N", "C", "H", "H", "H", "H", "H", "H", "H", "H", "H", "H", "H", "H", "H"],
  "xyz": [[-5.81089, -2.56026, -0.81889], [-4.65935, -1.69999, -0.39959], [-4.87674, -0.54142, 0.34124], [-3.81424, 0.24416, 0.74948], [-2.52877, -0.13427, 0.41569], [-2.28648, -1.27917, -0.31671], [-3.35458, -2.06030, -0.72180], [-3.17574, -2.95916, -1.29330], [-1.26711, -1.54514, -0.54788], [-1.17131, 0.91009, 0.90327], [-1.44552, 1.53044, 2.16696], [0.06404, 0.17537, 0.78401], [-1.27019, 2.10616, -0.27468], [-0.86331, 1.74552, -1.13196], [-0.58089, 3.32935, 0.09831], [-0.63592, 4.00960, -0.75397], [-1.12471, 3.75379, 0.94423], [0.87987, 3.08235, 0.49867], [1.58811, 2.21452, -0.53199], [1.16875, 2.04172, -1.66166], [2.75534, 1.69517, -0.10389], [3.00938, 1.77823, 0.86739], [3.56113, 0.82345, -0.93014], [3.91053, -0.47163, -0.25375], [5.18543, -1.01251, -0.36970], [5.47027, -2.21631, 0.25291], [4.46018, -2.83256, 0.97499], [3.24527, -2.32645, 1.09608], [2.97381, -1.17954, 0.49983], [1.96568, -0.80633, 0.62839], [4.62754, -3.77409, 1.48182], [6.45076, -2.66144, 0.18058], [5.94457, -0.49772, -0.94344], [2.97024, 0.63274, -1.83350], [4.48096, 1.34521, -1.22625], [1.40785, 4.03496, 0.58375], [0.90165, 2.57776, 1.46568], [-3.95769, 1.14108, 1.32991], [-5.88633, -0.25624, 0.59825], [-6.70993, -1.96552, -0.95938], [-6.01581, -3.30273, -0.04727], [-5.58584, -3.08890, -1.74170]]
}